The following is a quantum chemistry calculation of C45H46N4O3P3S5Y as an isolated structure, from the Open Molecules 2025 dataset.

Calculated values
* energy relative to the best compared isomer or geometry (same formula, charge and spin): 0.0 kJ/mol
* ⟨S²⟩: 0.774
* HOMO-LUMO gap (alpha / beta): 4.728 / 7.282 eV
* E_HOMO (alpha / beta): -2.46 / -4.90 eV
* LUMO level (alpha / beta): 2.272 / 2.386 eV

ORCA input file:
```
! wB97M-V def2-TZVPD RIJCOSX def2/J DEFGRID3
* xyz -1 2
Y -0.4176 -0.1074 0.8031
S 2.4965 0.0369 0.8803
P 2.0692 0.8586 -0.9315
C 0.5004 0.5050 -1.3989
P 0.0724 -0.8847 -2.2344
S -1.2908 -1.9216 -1.1586
C 1.4519 -2.0487 -2.5709
C 1.9347 -2.8060 -1.5046
C 2.9995 -3.6741 -1.6805
C 3.6014 -3.7971 -2.9261
C 3.1390 -3.0356 -3.9879
C 2.0712 -2.1651 -3.8106
C -0.6107 -0.5716 -3.8897
C -0.5783 0.7153 -4.4061
C -1.1025 0.9784 -5.6659
C -1.6618 -0.0484 -6.4098
C -1.7059 -1.3388 -5.8921
C -1.1870 -1.5986 -4.6346
C 3.3785 0.4268 -2.1352
C 4.4646 -0.3733 -1.8102
C 5.4398 -0.6436 -2.7622
C 5.3383 -0.1086 -4.0371
C 4.2531 0.6944 -4.3658
C 3.2779 0.9594 -3.4191
C 2.3401 2.6535 -0.8208
C 3.3963 3.1676 -0.0769
C 3.6017 4.5366 -0.0185
C 2.7531 5.3987 -0.7016
C 1.6991 4.8887 -1.4442
C 1.4936 3.5176 -1.5044
H 1.4809 -2.7167 -0.5267
H 3.3615 -4.2508 -0.8373
H 4.4357 -4.4743 -3.0644
H 3.6129 -3.1099 -4.9593
H 1.7274 -1.5706 -4.6479
H -0.1450 1.5022 -3.7986
H -1.0774 1.9865 -6.0611
H -2.0734 0.1547 -7.3910
H -2.1530 -2.1399 -6.4676
H -1.2349 -2.5989 -4.2194
H 4.5315 -0.7891 -0.8122
H 6.2785 -1.2795 -2.5053
H 6.1000 -0.3205 -4.7779
H 4.1659 1.1121 -5.3617
H 2.4275 1.5814 -3.6775
H 4.0337 2.4915 0.4802
H 4.4172 4.9345 0.5734
H 2.9088 6.4692 -0.6442
H 1.0241 5.5581 -1.9633
H 0.6536 3.1007 -2.0482
S -8.3296 -0.1402 1.5908
N -7.3519 0.8664 0.7716
C -6.1183 0.4217 0.9267
C -4.9271 1.0233 0.3668
C -4.9527 2.1420 -0.4308
C -3.7500 2.6552 -0.9293
C -2.5724 2.0285 -0.5640
N -2.5038 0.9548 0.2189
C -3.6755 0.3996 0.6752
C -3.6020 -0.7745 1.4537
N -2.3615 -1.3193 1.6929
C -2.2801 -2.3924 2.4714
C -3.3641 -3.0337 3.0452
C -4.6415 -2.5094 2.8004
C -4.7671 -1.3885 2.0167
C -6.0411 -0.7593 1.7341
N -7.2170 -1.1754 2.1659
H -5.9033 2.6059 -0.6621
H -3.7235 3.5273 -1.5661
H -1.6164 2.4019 -0.9111
H -1.2744 -2.7646 2.6512
H -3.2144 -3.9044 3.6670
H -5.5289 -2.9627 3.2232
C 2.3582 4.1554 3.9224
C 1.5674 2.9744 4.4388
O 0.1546 3.2389 4.3274
P -0.6543 2.4432 3.1866
S -0.7126 0.4924 3.6199
S 0.0632 2.7715 1.3911
O -2.0889 3.1189 3.3453
C -2.9547 2.7843 4.4457
C -4.1532 2.0201 3.9296
H 3.4274 3.9665 4.0410
H 2.1003 5.0615 4.4728
H 2.1480 4.3098 2.8641
H 1.7599 2.7903 5.4967
H 1.8183 2.0661 3.8848
H -3.2427 3.7320 4.9033
H -2.4076 2.1964 5.1853
H -4.6481 2.5816 3.1357
H -4.8680 1.8459 4.7365
H -3.8361 1.0573 3.5273
C 2.0916 -2.2074 3.7634
C 1.8695 -3.6301 3.3107
O 0.9640 -3.6498 2.2249
C 0.6745 -4.9783 1.8213
C -0.3141 -4.9944 0.6801
H 2.7512 -2.1903 4.6330
H 1.1486 -1.7353 4.0430
H 2.5506 -1.6163 2.9719
H 1.4625 -4.2385 4.1322
H 2.8180 -4.0945 3.0036
H 0.2754 -5.5342 2.6828
H 1.6105 -5.4750 1.5250
H -1.2406 -4.4901 0.9522
H -0.5536 -6.0279 0.4213
H 0.0842 -4.5014 -0.2034
*
```